[1]
{"formula": "C7H18NO2", "method": "ωB97M-V with the def2-TZVPD basis set", "symbols": ["C", "C", "C", "C", "C", "C", "C", "N", "H", "H", "H", "H", "H", "H", "H", "H", "H", "H", "H", "H", "H", "H", "H", "H", "O", "H", "H", "O"], "coordinates": [[2.17134, 2.23116, 0.17676], [1.56852, 0.85869, 0.31446], [0.05153, 0.91892, 0.53219], [-0.37987, -0.37738, 1.12280], [-1.55053, -0.98736, 0.88223], [-2.09594, -2.26239, 1.37800], [-3.07684, -2.32560, 2.27167], [1.84274, -0.19175, -0.75944], [3.25584, 2.25219, 0.28676], [1.81082, 2.92807, 0.94352], [1.76617, 2.65471, -0.74668], [2.14901, 0.51042, 1.24195], [-0.08804, 1.73765, 1.21499], [-0.50189, 1.05432, -0.39593], [0.41772, -0.88053, 1.81773], [-2.42084, -0.23559, 0.67885], [-2.09173, -3.26944, 0.83296], [-3.47424, -3.29628, 2.50325], [-3.47255, -1.46842, 2.78324], [1.23978, -1.00547, -0.66806], [2.86766, -0.33001, -0.77815], [1.65134, 0.27684, -1.68490], [2.32535, -2.44819, -2.71170], [2.33792, -1.16861, -3.58391], [2.06556, -1.52146, -2.73045], [-3.41174, 1.84732, -2.06016], [-2.43372, 2.64725, -1.16661], [-2.52337, 1.85094, -1.69538]], "lowdin_charge": [-0.051, -0.368, -0.171, -0.139, -0.117, -0.197, 0.003, 0.179, 0.091, 0.102, 0.095, 0.167, 0.123, 0.109, 0.153, 0.155, 0.125, 0.058, 0.064, 0.141, 0.175, 0.173, 0.075, 0.075, -0.040, 0.045, 0.036, -0.060], "homo_energy_ev": -12.059, "orbital_gap_ev": 8.959, "multiplicity": 1, "total_charge": 1, "total_energy_ha": -482.4232, "e_above_lowest_ev": 2.001}

***

[2]
{"formula": "C7H18NO4PSi", "method": "ωB97M-V with the def2-TZVPD basis set", "symbols": ["C", "C", "O", "Si", "C", "C", "C", "C", "O", "C", "O", "P", "N", "O", "H", "H", "H", "H", "H", "H", "H", "H", "H", "H", "H", "H", "H", "H", "H", "H", "H", "H"], "coordinates": [[-1.21433, -4.04294, 1.01302], [-0.92027, -2.55200, 0.96374], [-1.97124, -1.88432, 0.26652], [-1.55481, -0.33031, -0.19671], [-0.25925, -0.41783, -1.56751], [-0.11628, 0.92243, -2.32629], [1.15437, 1.76390, -2.02589], [1.76287, 1.61287, -0.65897], [3.07770, 2.25951, -0.73264], [3.76700, 1.92552, 0.38965], [3.67909, 2.52713, 1.35539], [-0.85100, 0.80745, 1.60210], [-1.89808, 0.26392, 2.83993], [-1.21347, 2.43181, 1.33085], [-1.19853, -4.41455, 2.02507], [-0.47650, -4.61293, 0.46766], [-2.17517, -4.26047, 0.57109], [0.02328, -2.40734, 0.44288], [-0.82909, -2.19049, 1.98070], [-2.80055, 0.29296, -0.71122], [-0.68413, -1.13120, -2.26426], [0.68292, -0.83910, -1.24800], [-0.99841, 1.54536, -2.23360], [-0.05720, 0.67338, -3.37474], [1.88730, 1.62366, -2.80051], [0.86184, 2.80377, -2.10533], [1.93510, 0.58578, -0.35892], [1.22173, 2.16544, 0.09083], [4.43807, 1.05978, 0.35207], [-2.78894, 0.74648, 2.75046], [-1.48748, 0.42869, 3.74820], [-0.99656, 2.64364, 0.41443]], "lowdin_charge": [-0.064, -0.342, -0.294, 0.452, -0.284, -0.239, -0.161, -0.194, -0.053, -0.408, 0.163, 0.669, -0.222, -0.370, 0.067, 0.066, 0.076, 0.095, 0.087, -0.005, 0.075, 0.061, 0.084, 0.098, 0.113, 0.113, 0.108, 0.090, 0.147, 0.037, 0.022, 0.015], "homo_energy_ev": -7.966, "smiles": "CCO[Si@H](CCCCOC=O)P(N)O", "orbital_gap_ev": 8.600, "multiplicity": 1, "total_charge": 0, "total_energy_ha": -1264.0916}

***

[3]
{"formula": "C7H18NSi", "method": "ωB97M-V with the def2-TZVPD basis set", "symbols": ["C", "C", "C", "C", "C", "C", "C", "N", "Si", "H", "H", "H", "H", "H", "H", "H", "H", "H", "H", "H", "H", "H", "H", "H", "H", "H", "H"], "coordinates": [[-0.79805, -0.15101, -1.10767], [0.23869, -0.59387, -0.16156], [-1.62814, -1.07377, -1.98989], [0.70497, 0.70579, -3.05938], [2.18315, -0.51429, 2.36195], [-0.88361, -0.98471, 2.23296], [-0.24997, 1.86239, 1.53144], [0.19167, 0.68928, -1.75257], [0.59475, 0.12531, 1.49978], [-1.57759, 0.59495, -0.70112], [0.71052, -1.58968, -0.25519], [-2.11323, -0.58883, -2.77793], [-2.37240, -1.53708, -1.38443], [-0.95599, -1.85709, -2.40463], [0.07416, 1.21535, -3.68090], [1.73856, 1.15614, -3.17766], [0.66672, -0.26394, -3.50079], [2.98363, 0.32419, 2.54985], [1.82617, -0.76385, 3.32656], [2.67466, -1.38779, 1.85741], [-0.93495, -0.88042, 3.34777], [-1.86913, -0.92425, 1.72089], [-0.58053, -2.00694, 1.99341], [-1.32640, 1.90214, 1.57120], [0.15610, 2.51404, 2.44553], [0.12744, 2.49341, 0.64578], [0.41877, 1.53453, -1.13079]], "lowdin_charge": [-0.436, 0.005, -0.011, -0.059, -0.162, -0.154, -0.187, -0.018, 0.611, 0.169, 0.121, 0.073, 0.083, 0.104, 0.069, 0.134, 0.092, 0.078, 0.003, 0.055, 0.061, 0.046, 0.024, 0.023, 0.086, 0.035, 0.154], "homo_energy_ev": -13.484, "orbital_gap_ev": 8.504, "multiplicity": 1, "total_charge": 1, "total_energy_ha": -621.4131, "e_above_lowest_ev": 3.562}

***

[4]
{"formula": "C7H18O10V", "method": "ωB97M-V with the def2-TZVPD basis set", "symbols": ["V", "O", "H", "O", "H", "O", "H", "C", "O", "H", "H", "H", "C", "O", "C", "O", "O", "C", "H", "H", "H", "H", "H", "H", "C", "O", "C", "O", "O", "C", "H", "H", "H", "H", "H", "H"], "coordinates": [[-23.80297, -27.89452, -12.16444], [-23.31764, -28.82922, -10.45032], [-23.10195, -28.58537, -9.55045], [-22.83830, -29.42237, -13.02680], [-22.62755, -29.14920, -13.92634], [-24.54013, -26.34246, -11.16003], [-25.22061, -25.77678, -10.79778], [-24.19227, -26.62500, -15.19477], [-24.34016, -27.23119, -14.00288], [-25.09611, -26.74257, -15.83897], [-24.04975, -25.52788, -15.09678], [-23.34918, -27.04052, -15.78418], [-21.45335, -26.04392, -9.79782], [-20.74180, -25.48510, -10.92343], [-21.15918, -25.94055, -12.09430], [-21.97920, -26.79885, -12.24206], [-20.52813, -25.32296, -13.09015], [-21.00403, -25.70822, -14.39071], [-22.31122, -25.41466, -9.56657], [-20.74895, -26.03498, -8.96914], [-21.82110, -27.04145, -10.03694], [-20.15894, -25.55148, -15.05397], [-21.84359, -25.06957, -14.65133], [-21.32645, -26.74496, -14.37668], [-26.93700, -28.35892, -9.65086], [-27.73648, -28.39961, -10.85812], [-27.00544, -28.65403, -11.92835], [-25.82825, -28.85775, -11.88101], [-27.76037, -28.65495, -13.02638], [-27.00933, -28.84019, -14.24527], [-27.53048, -27.80293, -8.92712], [-25.99942, -27.83411, -9.83935], [-26.75718, -29.37021, -9.29677], [-26.26665, -29.61863, -14.10797], [-26.52934, -27.90450, -14.51850], [-27.75066, -29.09511, -15.00024]], "lowdin_charge": [0.996, -0.416, -0.058, -0.420, -0.065, -0.407, -0.046, -0.332, -0.414, 0.055, 0.060, 0.064, -0.016, 0.026, -0.574, 0.042, 0.021, -0.017, 0.093, 0.088, 0.065, 0.092, 0.087, 0.089, -0.017, 0.020, -0.602, 0.063, 0.018, -0.015, 0.087, 0.071, 0.098, 0.103, 0.070, 0.088], "homo_energy_ev": [-3.786, -4.505], "orbital_gap_ev": [7.035, 7.751], "multiplicity": 3, "total_charge": -1, "total_energy_ha": -1974.0156, "e_above_lowest_ev": 0.000}

***

[5]
{"formula": "C7H18O12V3", "method": "ωB97M-V with the def2-TZVPD basis set", "symbols": ["O", "V", "O", "O", "V", "O", "O", "V", "O", "C", "O", "O", "O", "O", "H", "H", "C", "C", "C", "O", "H", "H", "H", "H", "H", "H", "H", "H", "C", "C", "C", "O", "H", "H", "H", "H", "H", "H", "H", "H"], "coordinates": [[-4.86982, 0.77686, -2.12823], [-3.76168, -0.00129, -1.28990], [-4.31340, -0.21130, 0.19213], [-2.25616, 4.24139, -2.71067], [-0.91344, 3.38094, -2.56256], [0.28177, 4.40179, -2.75929], [-0.13060, -0.84129, -4.22935], [-0.59157, -1.01807, -2.71716], [0.61960, -1.71533, -2.04073], [-1.19803, 1.01642, -1.15592], [-1.41356, -0.18214, -0.73480], [-0.18362, 1.27246, -1.90648], [-2.27455, 1.63343, -1.53779], [-0.98832, 2.37851, -4.43955], [-1.87039, 2.00443, -4.55648], [-0.47759, 2.13982, -5.22168], [-0.28070, -1.77016, 2.38084], [-1.54011, -2.58447, 2.11802], [-2.68674, -2.11804, 2.96592], [-1.89892, -2.47861, 0.71738], [0.08178, -1.91996, 3.39922], [-0.41378, -0.69949, 2.21465], [0.52803, -2.14700, 1.74321], [-1.31411, -3.62588, 2.34748], [-2.54956, -2.45997, 3.99273], [-3.64356, -2.45607, 2.57286], [-2.72802, -1.02437, 2.99837], [-1.41623, -1.72074, 0.37558], [2.40566, 1.26849, 0.99164], [3.51416, 0.35198, 1.41818], [4.21621, -0.30654, 0.22616], [4.43125, 1.16901, 2.16566], [1.93305, 1.06943, 0.02591], [2.81895, 2.27668, 0.93848], [1.58731, 1.25696, 1.71701], [3.14064, -0.46224, 2.05042], [5.13609, -0.81562, 0.51848], [4.45630, 0.41937, -0.55221], [3.56790, -1.07874, -0.20214], [4.99575, 0.57935, 2.67462]], "lowdin_charge": [-0.248, 1.081, -0.201, -0.255, 1.025, -0.237, -0.253, 1.085, -0.156, -0.751, -0.129, -0.064, -0.114, -0.019, 0.101, 0.125, -0.058, -0.464, -0.058, -0.084, 0.093, 0.076, 0.085, 0.140, 0.090, 0.082, 0.083, 0.005, -0.061, -0.490, -0.056, -0.046, 0.058, 0.091, 0.073, 0.129, 0.079, 0.083, 0.071, 0.091], "homo_energy_ev": -12.257, "orbital_gap_ev": 4.765, "multiplicity": 1, "total_charge": 1, "total_energy_ha": -4012.0784, "e_above_lowest_ev": 0.000}

***

[6]
{"formula": "C7H18O2", "method": "ωB97M-V with the def2-TZVPD basis set", "symbols": ["C", "C", "C", "C", "O", "O", "H", "H", "H", "H", "H", "H", "H", "H", "H", "H", "C", "C", "C", "H", "H", "H", "H", "H", "H", "H", "H"], "coordinates": [[0.78479, -1.97433, 0.53368], [0.90265, -0.81280, -0.44413], [1.55819, 0.73288, 0.22788], [2.88953, 0.40203, 0.86674], [1.71224, 1.51362, -0.90835], [0.70908, 1.27270, 1.13954], [0.03810, -1.75830, 1.29697], [0.49353, -2.88702, 0.01126], [1.72879, -2.17227, 1.03966], [0.11306, -0.79120, -1.19586], [1.75289, -0.98195, -1.10494], [2.72546, -0.22811, 1.73484], [3.53911, -0.11081, 0.16188], [3.36721, 1.32762, 1.19074], [1.53673, 2.43646, -0.70881], [-0.23351, 1.33622, 0.72053], [-2.62690, -0.81822, 0.11470], [-1.82169, 0.47926, 0.07662], [-1.93009, 1.18925, -1.27198], [-3.68107, -0.64076, -0.10630], [-2.22260, -1.53011, -0.60618], [-2.55908, -1.28118, 1.09869], [-2.21203, 1.14376, 0.85601], [-0.68953, 0.02986, 0.12610], [-2.97124, 1.38907, -1.52999], [-1.41270, 2.14970, -1.25323], [-1.49092, 0.58464, -2.06608]], "lowdin_charge": [-0.107, -0.165, -0.622, -0.009, 0.014, -0.017, 0.069, 0.075, 0.065, 0.079, 0.093, 0.081, 0.091, 0.091, 0.107, 0.090, -0.116, -0.340, -0.110, 0.072, 0.073, 0.070, 0.119, 0.080, 0.073, 0.069, 0.074], "homo_energy_ev": -9.391, "smiles": "CCC(C)(O)O.CCC", "orbital_gap_ev": 10.292, "multiplicity": 1, "total_charge": 0, "total_energy_ha": -427.9214, "e_above_lowest_ev": 1.227}

***

[7]
{"formula": "C7H18O2Si", "method": "ωB97M-V with the def2-TZVPD basis set", "symbols": ["C", "C", "C", "C", "C", "C", "C", "O", "O", "Si", "H", "H", "H", "H", "H", "H", "H", "H", "H", "H", "H", "H", "H", "H", "H", "H", "H", "H"], "coordinates": [[-2.03667, -0.79874, 0.18928], [-0.23216, -1.01226, -1.55957], [0.22714, -1.69812, 1.01529], [-0.20051, 1.51854, 2.34274], [-0.09213, 2.52235, -0.66401], [3.20788, 0.27964, -0.99640], [-0.48185, -0.70894, 0.01087], [-1.44232, 2.60783, -1.15135], [3.47755, -1.00081, -0.58149], [0.25474, 1.01679, 0.53420], [-2.68414, -0.19027, -0.44510], [-2.26537, -1.83655, -0.07048], [-2.26629, -0.55960, 1.18964], [-1.19674, -0.84174, -2.15009], [0.16989, -2.03112, -1.73209], [0.60537, -0.40991, -1.90801], [0.18703, -2.77678, 0.65907], [1.31602, -1.57730, 1.21760], [-0.19565, -1.67357, 2.00043], [0.59463, 1.90725, 2.88150], [-0.96877, 2.27481, 2.38033], [-0.38251, 0.60832, 2.76907], [0.64236, 2.77116, -1.41193], [0.06752, 3.49486, -0.09690], [2.58985, 0.54451, -1.77646], [4.04744, 0.90740, -0.70137], [-1.39910, 3.58976, -1.28116], [2.95062, -1.53067, -1.17915]], "lowdin_charge": [-0.107, -0.081, -0.131, -0.186, -0.384, -0.095, -0.605, -0.158, -0.076, 0.876, 0.077, 0.082, 0.048, 0.099, 0.069, 0.022, 0.094, 0.065, 0.051, -0.009, 0.032, -0.029, 0.045, 0.080, 0.003, 0.056, 0.089, 0.074], "homo_energy_ev": [-6.698, -7.427], "orbital_gap_ev": [7.413, 7.651], "multiplicity": 1, "total_charge": 0, "total_energy_ha": -717.2934, "e_above_lowest_ev": 4.060}